# 1
Entry from the Open Molecules 2025 dataset: a molecular structure, C29H45AsN5O3RbS3 (the ωB97M-V functional and the def2-TZVPD basis).

CARTESIAN COORDINATES (ANGSTROEM)
Rb 0.54 -0.68 -0.96
C 4.32 -2.04 -0.82
C 4.18 -0.91 0.20
N 2.96 -0.99 0.99
C 2.94 -1.90 2.12
C 2.83 -3.38 1.77
S 1.49 -3.81 0.59
C 2.44 -4.49 -0.81
C 2.72 -3.53 -1.98
N 3.09 -2.20 -1.56
H 4.55 -2.98 -0.31
H 5.19 -1.82 -1.46
H 4.13 0.03 -0.35
H 5.09 -0.88 0.83
H 2.69 -0.07 1.31
H 2.07 -1.62 2.72
H 3.83 -1.78 2.77
H 2.63 -3.94 2.69
H 3.75 -3.77 1.36
H 1.87 -5.34 -1.18
H 3.36 -4.89 -0.39
H 1.81 -3.43 -2.58
H 3.47 -4.03 -2.61
H 3.01 -1.56 -2.35
S 1.90 -0.32 -4.13
C 0.48 -1.22 -4.48
C -0.06 -1.24 -5.80
C -1.20 -1.93 -6.07
C -1.84 -2.64 -5.05
C -1.26 -2.60 -3.80
N -0.14 -1.92 -3.51
H 0.46 -0.68 -6.56
H -1.62 -1.94 -7.07
H -2.74 -3.21 -5.23
H -1.70 -3.15 -2.98
O -3.41 -2.31 6.08
C -2.72 -3.14 5.16
N -3.39 -3.12 3.90
C -3.22 -2.20 2.91
O -3.91 -2.21 1.90
C -2.16 -1.16 3.11
C -2.32 -0.12 4.02
C -1.37 0.88 4.04
C -0.30 0.81 3.16
N -0.12 -0.20 2.30
C -1.04 -1.16 2.29
H -3.04 -2.43 6.96
H -2.69 -4.17 5.52
H -1.69 -2.79 5.02
H -4.19 -3.73 3.79
H -3.17 -0.10 4.68
H -1.46 1.72 4.71
H 0.46 1.59 3.14
H -0.88 -1.99 1.59
C 2.99 4.04 -1.13
As 1.83 2.47 -0.98
C 0.68 2.88 -2.50
C 0.64 3.10 0.51
C -0.05 4.40 0.27
C 0.53 5.61 0.66
C -0.11 6.82 0.40
C -1.33 6.84 -0.25
C -1.92 5.64 -0.64
C -1.29 4.43 -0.38
H 2.40 4.95 -1.22
H 3.61 3.92 -2.01
H 3.65 4.12 -0.26
H 0.42 3.94 -2.53
H -0.22 2.28 -2.43
H 1.21 2.60 -3.42
H 1.28 3.15 1.39
H -0.07 2.29 0.65
H 1.48 5.59 1.17
H 0.36 7.74 0.71
H -1.82 7.78 -0.45
H -2.87 5.65 -1.15
H -1.74 3.50 -0.69
C -3.95 -0.39 -1.67
S -2.67 -0.10 -0.43
C -3.71 0.83 0.71
O -1.71 0.89 -1.00
H -4.71 -1.03 -1.23
H -3.48 -0.88 -2.51
H -4.36 0.57 -1.97
H -4.47 0.16 1.10
H -4.13 1.67 0.17
H -3.06 1.18 1.51

The frontier orbital gap comes out at 6.1 eV. Its LUMO energy is -0.07 eV. Its total charge is 0.

---

# 2
Entry from the Open Molecules 2025 dataset: 7 unconnected molecules or ions with the total composition C33H53BrO22 (the ωB97M-V functional and the def2-TZVPD basis).

CARTESIAN COORDINATES (ANGSTROEM)
C -5.44 -0.30 1.24
C -4.68 0.98 0.89
C -3.22 0.83 0.45
Br -3.01 -0.69 -0.78
C -2.70 2.13 -0.21
O -2.73 2.06 -1.61
C -3.86 2.53 -2.29
C -4.45 1.39 -3.10
O -5.25 1.93 -4.15
C -5.48 1.05 -5.18
C -6.21 -0.21 -4.78
O -5.15 1.32 -6.33
C -1.30 2.53 0.27
C -0.20 1.48 0.10
C 0.80 1.44 1.28
C 1.76 0.24 1.28
C 1.08 -1.04 1.85
C 2.41 -0.04 -0.07
O -1.05 3.76 -0.39
C 0.20 4.35 -0.15
H -4.78 -1.00 1.76
H -5.89 -0.78 0.37
H -6.24 -0.05 1.95
H -4.64 1.58 1.81
H -5.22 1.57 0.15
H -2.63 0.57 1.33
H -3.36 2.94 0.14
H -3.58 3.35 -2.96
H -4.62 2.92 -1.59
H -5.05 0.73 -2.45
H -3.62 0.79 -3.50
H -5.55 -1.07 -4.93
H -6.52 -0.20 -3.74
H -7.08 -0.33 -5.43
H -1.41 2.74 1.34
H -0.64 0.49 0.00
H 0.34 1.65 -0.84
H 1.39 2.37 1.28
H 0.23 1.43 2.21
H 2.57 0.51 1.97
H 1.36 -1.91 1.26
H 1.41 -1.22 2.87
H -0.01 -0.96 1.85
H 3.17 0.70 -0.33
H 2.90 -1.01 -0.01
H 1.68 -0.11 -0.88
H 0.16 5.36 -0.56
H 0.41 4.42 0.92
H 1.02 3.81 -0.65
O -5.07 0.05 4.40
C -6.03 -0.28 5.01
O -7.30 0.12 4.73
C -8.21 -0.66 5.52
C -7.33 -1.10 6.67
O -6.03 -1.12 6.07
H -9.05 -0.05 5.82
H -8.56 -1.50 4.92
H -7.33 -0.39 7.50
H -7.57 -2.09 7.05
O 5.30 0.79 2.78
C 5.98 1.02 1.83
O 5.56 0.92 0.55
C 6.57 1.49 -0.30
C 7.81 1.38 0.56
O 7.27 1.42 1.88
H 6.62 0.94 -1.23
H 6.31 2.53 -0.51
H 8.32 0.42 0.42
H 8.51 2.19 0.40
O 0.43 -4.30 3.60
C -0.45 -4.38 2.81
O -0.44 -3.79 1.59
C -1.54 -4.30 0.82
C -2.49 -4.75 1.91
O -1.60 -5.07 2.99
H -1.93 -3.52 0.19
H -1.19 -5.13 0.21
H -3.16 -3.94 2.24
H -3.08 -5.62 1.65
O -3.31 -3.54 -2.21
C -2.65 -3.30 -3.18
O -3.11 -3.37 -4.44
C -2.12 -2.78 -5.31
C -0.85 -2.92 -4.49
O -1.36 -2.90 -3.15
H -2.10 -3.32 -6.25
H -2.39 -1.74 -5.49
H -0.34 -3.87 -4.66
H -0.15 -2.10 -4.63
O 9.02 3.82 -1.04
C 9.59 4.66 -0.41
O 9.94 4.53 0.89
C 10.78 5.63 1.25
C 10.39 6.67 0.22
O 9.95 5.86 -0.88
H 10.59 5.92 2.27
H 11.82 5.32 1.14
H 9.55 7.29 0.55
H 11.20 7.32 -0.09
O 2.55 -3.85 -3.70
C 3.09 -4.08 -2.67
O 3.08 -3.26 -1.60
C 3.66 -3.94 -0.48
C 4.52 -4.99 -1.17
O 3.83 -5.18 -2.41
H 4.21 -3.24 0.13
H 2.85 -4.38 0.11
H 5.52 -4.62 -1.39
H 4.59 -5.93 -0.63

The frontier orbital gap comes out at 9.8 eV. Its LUMO energy is 0.43 eV. As for the SMILES: CC[C@@H](Br)[C@H](OCCOC(C)=O)[C@@H](CCC(C)C)OC.O=C1OCCO1.O=C1OCCO1.O=C1OCCO1.O=C1OCCO1.O=C1OCCO1.O=C1OCCO1. Its total charge is 0.

---

# 3
Entry from the Open Molecules 2025 dataset: C4H8N2O2 in the gas phase (the ωB97M-V functional and the def2-TZVPD basis).

CARTESIAN COORDINATES (ANGSTROEM)
H -1.68 -2.02 -0.45
N -0.63 -1.87 -0.55
C -0.07 -0.87 -0.17
C 1.42 -0.58 -0.01
C 1.85 0.89 -0.45
C -1.02 0.44 0.70
N -2.27 0.45 0.14
O -2.88 -0.61 0.28
O -2.70 1.39 -0.59
H 1.97 -1.42 -0.58
H 1.76 -0.74 1.11
H 1.58 1.57 0.28
H 1.59 1.25 -1.56
H 2.87 0.81 -0.50
H -1.20 -0.15 1.68
H -0.61 1.45 0.67

The frontier orbital gap comes out at 9.8 eV. Its LUMO energy is -0.08 eV. As for the SMILES: [H]/N=C(/CC)C[N+](=O)[O-]. Its total charge is 0.

---

# 4
Entry from the Open Molecules 2025 dataset: 3 unconnected molecules or ions with the total composition C18H43BrN7O5P2 (the ωB97M-V functional and the def2-TZVPD basis).

CARTESIAN COORDINATES (ANGSTROEM)
N -0.21 -4.29 -1.24
C -0.04 -3.19 -1.58
O 0.13 -1.99 -1.94
C -0.54 -1.04 -0.91
C 0.41 0.14 -0.81
C 0.38 0.78 0.59
O 1.70 0.75 1.16
C -1.92 -0.70 -1.54
C -2.28 0.75 -1.53
O -2.31 1.49 -0.62
Br -2.78 1.51 -3.35
H 1.42 -0.26 -0.90
H 0.32 0.90 -1.61
H 0.01 1.81 0.52
H -0.28 0.16 1.20
H 1.62 0.56 2.10
H -2.70 -1.20 -0.96
H -2.02 -1.09 -2.55
O 3.55 1.23 -2.07
P 4.73 2.12 -2.25
N 4.30 2.94 -3.71
C 5.26 3.58 -4.59
C 3.10 3.78 -3.58
N 5.91 0.90 -2.56
C 6.89 0.99 -3.62
C 5.44 -0.49 -2.46
N 5.98 3.25 -1.77
C 6.89 2.71 -0.72
C 5.44 4.49 -1.15
H 5.74 4.48 -4.17
H 4.75 3.90 -5.50
H 6.04 2.90 -4.91
H 3.25 4.67 -2.95
H 2.29 3.20 -3.14
H 2.77 4.13 -4.56
H 6.44 0.88 -4.61
H 7.64 0.20 -3.50
H 7.44 1.93 -3.58
H 4.82 -0.77 -3.32
H 4.87 -0.65 -1.56
H 6.30 -1.16 -2.42
H 6.35 2.41 0.18
H 7.62 3.47 -0.45
H 7.46 1.85 -1.07
H 4.77 4.28 -0.31
H 4.91 5.10 -1.88
H 6.26 5.11 -0.79
O -3.34 -0.87 3.62
P -4.55 -1.62 3.19
N -5.18 -2.09 4.75
C -6.09 -3.20 4.94
C -5.59 -0.96 5.58
N -3.79 -2.93 2.40
C -4.19 -4.31 2.60
C -2.33 -2.88 2.29
N -6.04 -1.91 2.31
C -5.84 -1.99 0.83
C -7.04 -0.83 2.47
H -7.10 -3.05 4.52
H -6.22 -3.37 6.02
H -5.69 -4.13 4.54
H -6.48 -0.43 5.22
H -4.78 -0.23 5.63
H -5.80 -1.29 6.60
H -3.91 -4.69 3.59
H -3.70 -4.95 1.85
H -5.26 -4.45 2.45
H -1.83 -3.08 3.24
H -2.00 -1.91 1.92
H -1.97 -3.61 1.56
H -5.39 -1.08 0.43
H -6.80 -2.15 0.35
H -5.21 -2.83 0.54
H -6.64 0.15 2.21
H -7.44 -0.79 3.49
H -7.90 -1.03 1.83

The frontier orbital gap comes out at 5.2 eV. Its LUMO energy is 2.36 eV. Its total charge is -1.

---

# 5
Entry from the Open Molecules 2025 dataset: C2H3N3O2 in the gas phase (the ωB97M-V functional and the def2-TZVPD basis).

CARTESIAN COORDINATES (ANGSTROEM)
O -1.62 -1.23 -0.17
C -0.44 -0.72 0.01
N 0.78 -1.23 0.17
C 1.64 -0.16 -0.10
N 1.10 1.14 -0.05
N -0.28 0.69 -0.05
O -1.44 1.42 0.12
H -1.35 -2.06 0.30
H 2.83 -0.19 -0.08
H -1.22 2.33 -0.16

The frontier orbital gap comes out at 9.7 eV. Its LUMO energy is 0.62 eV. As for the SMILES: Oc1ncnn1O. Its total charge is 0.

---

# 6
Entry from the Open Molecules 2025 dataset: a molecular structure, CH5N3O (the ωB97M-V functional and the def2-TZVPD basis).

CARTESIAN COORDINATES (ANGSTROEM)
N 0.20 1.02 -0.20
N 0.37 -0.39 -0.16
C -0.24 -0.69 1.01
O -0.06 1.31 -1.86
N -0.38 -1.68 1.76
H -0.94 1.70 -1.82
H 1.13 1.46 -0.19
H 0.30 -0.90 -1.04
H 0.01 -2.56 1.43
H -0.38 0.73 1.07

The frontier orbital gap (alpha / beta) comes out at 9.2 / 9.2 eV. Its LUMO energy (alpha / beta) is 0.25 / 0.25 eV. Its total charge is 0.

---

# 7
Entry from the Open Molecules 2025 dataset: a molecular structure, C34H49N2P2Pt (the ωB97M-V functional and the def2-TZVPD basis).

CARTESIAN COORDINATES (ANGSTROEM)
Pt 0.77 -0.78 -0.37
C -3.27 1.18 -2.58
C -2.04 1.38 -1.70
C -2.43 1.35 -0.22
P -0.67 0.15 -2.00
C 0.23 0.81 -3.50
C -0.54 1.59 -4.56
C 1.10 -0.28 -4.13
C -1.55 -1.37 -2.50
C -1.90 -1.73 -3.79
C -2.44 -2.97 -4.10
C -2.82 -3.34 -5.51
C -2.60 -3.87 -3.05
C -2.28 -3.54 -1.74
C -1.76 -2.27 -1.42
N -1.38 -1.83 -0.18
C -1.80 -2.31 1.02
C -3.01 -3.02 1.23
C -3.38 -3.46 2.48
C -2.62 -3.20 3.62
C -3.01 -3.70 4.98
C -1.47 -2.44 3.43
C -1.06 -1.98 2.18
P 0.45 -0.96 1.96
C 0.21 0.43 3.19
C 0.75 0.23 4.60
C 0.77 1.72 2.58
C 1.78 -2.03 2.72
C 1.80 -3.40 2.05
C 3.15 -1.35 2.55
H -4.00 1.98 -2.38
H -3.74 0.22 -2.35
H -3.04 1.19 -3.64
H -1.59 2.36 -1.92
H -2.78 0.35 0.06
H -3.22 2.07 -0.01
H -1.57 1.57 0.42
H 0.92 1.51 -3.01
H -1.20 0.94 -5.14
H 0.17 2.04 -5.27
H -1.14 2.40 -4.14
H 0.51 -0.91 -4.80
H 1.55 -0.91 -3.37
H 1.91 0.18 -4.72
H -1.75 -1.02 -4.60
H -2.43 -2.61 -6.23
H -3.90 -3.38 -5.65
H -2.42 -4.32 -5.79
H -2.98 -4.87 -3.26
H -2.40 -4.28 -0.96
H -3.66 -3.21 0.38
H -4.31 -4.01 2.59
H -3.86 -4.38 4.92
H -3.28 -2.89 5.66
H -2.19 -4.25 5.45
H -0.87 -2.20 4.31
H -0.88 0.53 3.25
H 1.84 0.11 4.61
H 0.32 -0.64 5.10
H 0.52 1.11 5.21
H 1.86 1.68 2.53
H 0.49 2.59 3.19
H 0.40 1.87 1.56
H 1.56 -2.16 3.79
H 1.87 -3.30 0.97
H 0.90 -3.97 2.29
H 2.67 -3.97 2.39
H 3.31 -1.13 1.49
H 3.95 -2.00 2.89
H 3.22 -0.41 3.10
C 3.45 1.56 -0.41
C 4.27 0.51 -1.11
C 5.57 0.81 -1.48
C 6.39 -0.10 -2.13
C 5.89 -1.38 -2.42
C 4.61 -1.74 -2.06
C 4.08 -3.11 -2.36
C 3.74 -0.81 -1.38
N 2.53 -1.22 -1.03
H 3.46 2.49 -0.98
H 3.85 1.78 0.58
H 2.42 1.23 -0.29
H 5.96 1.81 -1.26
H 7.40 0.17 -2.41
H 6.52 -2.10 -2.93
H 4.75 -3.65 -3.04
H 3.09 -3.06 -2.80
H 3.97 -3.70 -1.45

The frontier orbital gap (alpha / beta) comes out at 5.1 / 5.2 eV. Its LUMO energy (alpha / beta) is 2.66 / 2.66 eV. Its total charge is -1.

---

# 8
Entry from the Open Molecules 2025 dataset: 7 unconnected molecules or ions with the total composition C21H42O7 (the ωB97M-V functional and the def2-TZVPD basis).

CARTESIAN COORDINATES (ANGSTROEM)
C 31.97 -3.95 12.72
C 30.84 -3.08 13.29
C 29.90 -3.74 14.16
O 30.65 -1.92 12.91
H 32.89 -3.69 13.24
H 32.05 -3.59 11.69
H 31.84 -5.01 12.91
H 28.94 -3.27 13.96
H 30.22 -3.48 15.17
H 30.00 -4.81 14.01
C 36.19 -3.56 6.07
C 35.61 -2.70 5.03
C 35.31 -1.26 5.35
O 35.33 -3.13 3.88
H 36.35 -2.95 6.96
H 37.21 -3.81 5.77
H 35.64 -4.48 6.26
H 34.33 -1.07 5.77
H 35.40 -0.69 4.42
H 36.09 -0.67 5.84
C 26.82 2.53 8.83
C 27.65 3.62 8.25
C 27.76 5.01 8.99
O 28.31 3.40 7.27
H 27.42 1.70 9.21
H 26.23 2.15 8.00
H 26.07 2.80 9.57
H 28.82 5.27 9.10
H 27.18 4.93 9.91
H 27.30 5.80 8.42
C 33.34 -9.86 20.00
C 32.45 -8.90 19.23
C 31.17 -8.39 19.89
O 32.77 -8.38 18.14
H 34.20 -10.04 19.35
H 32.80 -10.74 20.35
H 33.77 -9.30 20.83
H 31.20 -7.30 20.00
H 31.06 -8.62 20.95
H 30.31 -8.70 19.30
C 27.85 -14.37 13.86
C 28.71 -13.57 12.91
C 28.95 -12.15 13.10
O 29.23 -14.17 11.95
H 27.87 -15.45 13.72
H 26.79 -14.12 13.79
H 28.13 -14.15 14.89
H 29.91 -11.85 12.68
H 29.05 -12.00 14.17
H 28.15 -11.54 12.66
C 20.77 -4.81 12.83
C 19.37 -5.03 12.20
C 18.19 -5.23 13.13
O 19.29 -5.09 10.95
H 20.86 -3.91 13.44
H 21.54 -4.58 12.10
H 21.04 -5.70 13.40
H 17.52 -5.95 12.68
H 17.75 -4.23 13.16
H 18.52 -5.37 14.16
C 35.70 3.65 10.70
C 37.18 3.88 10.68
C 37.62 5.22 11.28
O 37.91 3.14 10.09
H 35.18 4.40 10.10
H 35.24 3.84 11.67
H 35.58 2.69 10.20
H 38.71 5.19 11.32
H 37.28 5.32 12.31
H 37.35 6.05 10.63

The frontier orbital gap comes out at 10.0 eV. Its LUMO energy is 0.47 eV. As for the SMILES: CC(C)=O.CC(C)=O.CC(C)=O.CC(C)=O.CC(C)=O.CC(C)=O.CC(C)=O. Its total charge is 0.

---

# 9
Entry from the Open Molecules 2025 dataset: 2 unconnected molecules or ions with the total composition C4H10NO3PS2 (the ωB97M-V functional and the def2-TZVPD basis).

CARTESIAN COORDINATES (ANGSTROEM)
C 1.13 1.55 0.65
C -1.74 -1.81 0.85
C -0.02 -1.89 -2.99
C 0.63 2.85 0.80
N 2.46 1.27 1.00
O 0.47 0.50 0.25
O -0.47 -2.38 0.75
O -0.46 -2.02 -1.65
P 0.64 -1.88 -0.36
S -1.10 3.40 0.67
S 1.83 3.98 1.33
H -2.11 -1.13 -0.06
H -1.78 -1.12 1.79
H -2.62 -2.57 0.96
H 0.06 -0.80 -3.27
H -0.72 -2.31 -3.73
H 1.00 -2.44 -3.05
H 3.14 2.00 0.86
H 2.85 0.32 0.83
H -1.69 2.53 -0.07
H 1.28 5.11 0.71

The frontier orbital gap (alpha / beta) comes out at 4.3 / 4.3 eV. Its LUMO energy (alpha / beta) is -1.69 / -1.69 eV. Its total charge is 0.

---

# 10
Entry from the Open Molecules 2025 dataset: 2 unconnected molecules or ions with the total composition CH7FN3P (the ωB97M-V functional and the def2-TZVPD basis).

CARTESIAN COORDINATES (ANGSTROEM)
C 0.25 1.45 0.95
N -1.18 -2.43 0.37
N -0.35 -0.39 -1.52
N -0.40 0.16 1.16
F 2.28 -1.05 -0.85
P -0.43 -1.10 0.02
H 0.07 2.05 1.90
H 1.35 1.35 1.08
H -0.01 2.15 0.09
H -1.32 -2.86 -0.57
H -0.29 -1.19 -2.08
H 0.55 0.17 -1.53
H 0.05 -0.25 1.97

The frontier orbital gap (alpha / beta) comes out at 8.3 / 8.3 eV. Its LUMO energy (alpha / beta) is -1.02 / -1.02 eV. Its total charge is 0.

---

The records above yield energy values of -138396.580; -150167.815; -11347.938; -128649.087; -10684.191; -7629.992; -60859.369; -36787.688; -42898.710; -17624.843 eV, respectively.